ORCA calculation (the ωB97M-V functional and the def2-TZVPD basis) on 11 unconnected molecules or ions with the total composition C40H110N8O12 in a non-equilibrium geometry.

As for the SMILES: COC[C@H](C)N.COC[C@H](C)N.COC[C@H](C)N.COC[C@H](C)N.COC[C@H](C)N.COC[C@H](C)N.COC[C@H](C)N.COCCNCCOC.CCO.CCO.CCO. The energy above the lowest of the compared OMol25 structures with the same formula, charge and spin comes out at 3.417 eV. The calculation puts the HOMO energy at -8.156 eV. Its total charge is 0. For the LUMO energy, the calculation gives 0.32 eV. The energy is -2930.64071 Eh.

```
170
Properties=species:S:1:pos:R:3:forces:R:3
C 9.551 24.885 -12.073 0.0633 1.0452 0.5599
C 8.464 24.028 -12.646 -0.2636 -1.0983 -0.3825
O 8.543 23.886 -14.073 0.3376 -0.0105 0.5857
H 9.688 25.846 -12.574 -0.2108 -0.1353 -0.2873
H 10.528 24.397 -12.061 -0.0940 -0.1786 -0.0279
H 9.291 25.158 -11.045 0.1436 -0.2245 0.0966
H 7.437 24.317 -12.422 0.1642 0.6004 -0.0521
H 8.544 23.035 -12.178 0.0403 -0.0655 -0.0794
H 9.406 23.474 -14.211 -0.1615 -0.0429 -0.3941
C 13.313 26.129 -9.134 0.4611 0.3336 0.2542
C 14.010 25.900 -10.464 -1.6112 0.0524 -1.2875
O 14.314 24.493 -10.614 0.0998 0.6562 0.0941
H 12.417 25.513 -9.021 0.1694 -0.2853 -0.1964
H 12.945 27.145 -8.973 0.3247 0.1344 -0.2293
H 14.010 25.881 -8.333 -0.1318 0.0079 0.1356
H 14.809 26.564 -10.794 0.7138 -0.4613 0.9868
H 13.330 26.144 -11.299 -0.3203 -0.0627 0.2846
H 13.424 24.123 -10.667 0.2793 -0.4658 0.0373
C 10.987 17.461 -10.168 0.3414 0.3152 0.1353
C 12.472 17.181 -9.887 -0.2549 -0.9906 -0.4002
O 12.901 17.729 -8.650 -0.1349 -0.4106 0.1917
H 10.312 16.738 -9.703 0.2818 -0.1521 0.1783
H 10.743 17.435 -11.229 0.0896 0.1802 -0.0819
H 10.724 18.431 -9.743 -0.0626 0.1510 -0.3515
H 13.205 17.496 -10.633 -0.4422 0.6391 -0.1338
H 12.610 16.090 -9.910 0.0647 -0.0117 0.3266
H 12.425 17.228 -7.976 0.1408 0.2375 0.1725
C 15.085 19.429 -13.460 1.1370 -0.0765 -1.1067
O 15.127 20.811 -13.735 0.2241 0.0944 0.0807
C 14.783 21.216 -15.060 -1.0389 -0.1327 0.8184
C 14.267 22.643 -14.972 0.4606 0.6659 0.0382
N 15.220 23.421 -14.197 0.5456 0.2278 -0.0442
C 14.780 24.767 -13.876 0.0021 -0.3470 -0.6618
C 15.875 25.583 -13.250 1.3459 0.8032 -0.4485
O 15.443 26.925 -13.159 -1.5616 0.3549 0.7059
C 16.396 27.866 -12.732 0.6171 -0.8997 0.0055
H 14.148 19.151 -12.983 0.0888 -0.1778 0.2771
H 16.009 19.166 -12.940 -0.4534 0.1290 0.8763
H 15.250 18.820 -14.362 -0.6090 0.1766 -0.2418
H 13.973 20.550 -15.371 0.0175 0.1259 -0.4729
H 15.636 21.169 -15.738 0.0921 -0.1482 0.0556
H 13.255 22.768 -14.561 -0.1047 -0.5758 0.0865
H 14.210 23.063 -15.982 0.0863 -0.0609 -0.0453
H 15.483 22.922 -13.357 -0.1226 -0.1121 0.0254
H 13.896 24.738 -13.225 -0.1071 0.3269 -0.0350
H 14.542 25.254 -14.826 -0.3325 0.0669 0.1178
H 16.758 25.691 -13.903 -0.0322 -1.0251 -0.0387
H 16.207 25.165 -12.290 -0.1904 0.1430 -0.0037
H 17.062 27.415 -11.986 0.0011 0.1548 0.0105
H 15.902 28.714 -12.266 -0.1285 0.1016 -0.2482
H 17.016 28.152 -13.587 0.0188 0.3276 0.0882
C 14.784 20.965 -8.543 -0.9107 -1.2976 1.3348
C 13.391 21.427 -8.995 1.7474 -0.2022 -0.5146
C 13.289 21.012 -10.470 -0.2693 0.3823 0.1140
O 11.997 21.312 -10.992 -0.8016 -0.1239 -0.1755
C 12.078 21.838 -12.314 -0.0544 0.9183 0.8536
N 12.382 20.823 -8.136 -0.1982 0.0164 -1.2398
H 14.988 21.162 -7.485 0.0962 0.9606 -0.1849
H 15.620 21.209 -9.188 -0.0700 -0.0414 -0.1012
H 14.657 19.882 -8.399 0.4574 -0.1956 -0.8328
H 13.419 22.522 -8.942 -0.6357 0.0261 0.0438
H 13.450 19.939 -10.612 0.2003 -0.1199 0.2602
H 14.067 21.548 -11.025 -0.0446 0.0219 -0.1291
H 12.636 21.151 -12.948 0.3119 0.4302 -0.2171
H 12.476 22.848 -12.146 0.9414 -0.1868 -0.8627
H 11.129 22.085 -12.794 -0.4521 -0.8513 0.4774
H 11.549 20.836 -8.729 -0.3894 0.1150 0.7011
H 12.613 19.829 -8.102 -0.0239 0.0392 0.1723
C 19.261 18.090 -6.497 0.2778 1.1244 1.0716
C 17.751 18.148 -6.586 -0.0539 -0.0370 -1.4146
C 17.109 19.162 -5.656 0.4169 -0.6111 1.0484
O 15.691 19.116 -5.680 -0.1331 0.4665 -0.5356
C 15.132 17.914 -5.205 -0.5849 -0.1502 0.0226
N 17.356 18.536 -7.966 -0.7473 -0.4293 0.4111
H 19.530 17.730 -5.498 0.2463 -0.5515 -0.3142
H 19.701 19.094 -6.501 -0.2762 0.1441 -0.1710
H 19.762 17.586 -7.320 -0.2486 -0.5103 0.1551
H 17.354 17.150 -6.370 0.0971 0.0426 0.2562
H 17.454 20.173 -5.872 -0.3558 0.0796 -0.4456
H 17.458 18.985 -4.629 -0.0231 -0.2050 0.0852
H 15.270 17.827 -4.125 0.4442 -0.3626 0.0031
H 15.456 17.051 -5.789 0.3860 -0.1373 0.3854
H 14.047 17.892 -5.339 0.0304 0.6870 -0.1817
H 16.365 18.772 -7.881 0.1154 0.1938 -0.2597
H 17.334 17.705 -8.553 0.2796 0.0628 -0.0285
C 12.070 17.503 -18.736 -0.2881 -1.0223 0.9376
C 12.333 18.209 -17.401 1.9117 -0.3258 0.1945
C 12.303 17.287 -16.141 -1.8905 0.0588 -1.6341
O 11.914 18.075 -15.045 0.9660 -0.0727 0.1898
C 11.935 17.401 -13.807 0.0208 0.2487 0.4541
N 13.729 18.721 -17.509 -0.5415 0.4649 -0.4798
H 11.262 16.775 -18.611 -0.2396 0.2601 -0.1749
H 12.932 16.876 -18.976 0.0817 0.1754 -0.2563
H 11.840 18.175 -19.556 0.1271 0.1211 0.0472
H 11.628 19.034 -17.302 0.0566 0.0172 0.3703
H 13.267 16.793 -16.000 0.0366 0.0402 0.1043
H 11.522 16.531 -16.341 0.1985 -0.2099 0.3695
H 12.789 16.742 -13.601 0.1434 -0.0187 -0.6840
H 11.024 16.805 -13.691 -0.0327 0.1244 0.2262
H 12.041 18.190 -13.060 -0.5345 -0.1334 0.1767
H 14.275 17.950 -17.872 0.2486 0.1272 0.0299
H 14.125 18.981 -16.616 -0.1459 0.0250 0.0807
C 7.318 20.316 -13.991 0.0976 -0.2711 -0.3413
C 8.491 19.370 -14.270 0.5847 1.2655 1.3503
C 8.597 18.916 -15.710 -0.3556 -0.6467 0.0964
O 7.398 18.234 -16.010 -0.2579 -0.1331 -0.1251
C 7.300 17.795 -17.349 0.0715 0.7393 0.0338
N 9.800 20.043 -13.911 -0.4432 -0.9076 -0.6830
H 7.587 21.347 -14.225 -0.0674 -0.0056 -0.1386
H 7.021 20.267 -12.943 0.0517 0.0561 0.0454
H 6.462 19.986 -14.580 -0.0837 0.1843 0.0256
H 8.376 18.552 -13.552 -0.1350 -0.5927 -0.6758
H 9.440 18.222 -15.833 0.0701 -0.0416 0.1204
H 8.800 19.744 -16.401 -0.2756 0.2548 0.1291
H 8.283 17.455 -17.688 -0.1439 -0.3488 -0.1928
H 6.975 18.617 -17.998 0.1826 0.0844 -0.0341
H 6.524 17.037 -17.426 0.2275 -0.2611 0.1816
H 10.446 19.484 -14.472 0.4762 0.5381 0.1662
H 10.043 19.762 -12.963 -0.0848 0.2266 0.0950
C 18.274 25.336 -10.206 1.8262 0.3701 0.2230
C 18.215 23.816 -10.088 -1.8530 0.7268 0.4651
C 19.532 23.201 -9.697 -0.0679 0.4448 -0.3398
O 19.512 21.796 -9.754 0.4192 0.0206 0.3994
C 19.145 21.106 -8.574 -0.5142 -0.0882 -0.1204
N 17.111 23.627 -9.084 -0.2330 -1.3414 -0.7603
H 17.428 25.817 -10.687 -0.0010 -0.2723 -0.0960
H 19.229 25.652 -10.652 -0.3810 -0.0325 -0.6800
H 18.397 25.797 -9.221 -0.4802 -0.3380 0.2373
H 17.909 23.346 -11.032 0.2038 0.1642 -0.1697
H 19.857 23.633 -8.741 0.0492 -0.4230 0.1878
H 20.246 23.518 -10.462 0.1200 -0.0170 0.0906
H 18.097 20.810 -8.615 -0.0658 0.0695 0.0795
H 19.301 21.682 -7.657 0.1940 0.1501 -0.0872
H 19.691 20.167 -8.522 0.2303 0.0761 -0.0768
H 16.928 22.624 -8.992 0.6387 0.0734 0.4260
H 16.250 23.823 -9.607 0.0820 0.7361 0.2512
C 6.601 19.448 -9.552 0.1007 1.2194 0.4772
C 7.704 20.506 -9.380 0.4796 0.2591 -0.1953
C 8.245 20.410 -7.949 -0.1554 -0.3661 0.5936
O 9.273 21.302 -7.600 0.3128 -0.2882 -0.3791
C 9.040 22.658 -7.885 0.7531 0.2422 -0.6071
N 8.749 20.401 -10.387 1.4368 -0.9578 0.7610
H 6.346 19.389 -10.607 -0.4194 -0.1364 0.0851
H 5.794 19.821 -8.917 -0.4741 -0.1174 -0.5197
H 6.813 18.461 -9.143 0.5983 -0.0066 -0.2452
H 7.355 21.541 -9.471 -1.0600 -0.1820 0.1382
H 8.578 19.392 -7.718 0.5311 0.0958 -0.3882
H 7.466 20.541 -7.181 -0.5773 0.2287 -0.5928
H 9.258 22.901 -8.937 -0.1887 -0.2020 -0.1125
H 9.814 23.195 -7.336 -0.3863 0.1653 0.3463
H 8.023 23.009 -7.693 0.0336 -0.0912 0.4372
H 9.580 20.956 -10.229 -0.1061 0.0176 0.0943
H 8.583 20.320 -11.371 -0.8062 0.1349 -0.0341
C 13.270 24.326 -5.771 -0.4754 -0.0450 -0.8107
C 13.725 23.022 -5.146 1.7035 -0.4236 -0.4136
C 13.973 23.183 -3.673 -2.0831 -0.9790 1.7712
O 14.423 21.982 -3.018 0.5846 0.3504 -0.3504
C 15.797 21.737 -3.199 0.1231 -0.9676 0.4596
N 12.835 21.903 -5.424 -0.0599 0.0195 0.0165
H 12.778 24.150 -6.734 -0.0921 -0.3350 0.0965
H 14.077 24.998 -6.064 0.1645 0.0506 0.6163
H 12.518 24.828 -5.159 0.1602 0.1274 0.1280
H 14.745 22.762 -5.491 -0.0559 0.3501 -0.6349
H 12.995 23.247 -3.174 -0.0515 0.5688 -0.2985
H 14.544 24.060 -3.358 0.3939 -0.0584 -0.3793
H 16.381 22.622 -2.929 0.1851 0.0353 -0.6002
H 15.996 21.257 -4.165 0.2135 0.7884 -0.2777
H 16.127 20.950 -2.508 -0.4019 0.1725 0.2723
H 13.287 21.060 -5.076 -0.1733 0.0664 0.2475
H 12.742 21.718 -6.434 -0.1673 0.3264 0.5021
```
Forces are in eV/Å.